(1)
78
Properties=species:S:1:pos:R:3:lowdin_charge:R:1 method="wB97M-V/def2-TZVPD" largest_force_ha_per_bohr=0.012 homo_ev="-1.25 / -1.23" s2=0.76 multiplicity=2 charge=-2
Ir 0.79836 -0.78720 0.45139 0.966
N 1.80563 0.56245 -3.25580 0.057
C 1.13906 -0.52229 -2.58644 -0.938
S 2.20210 -1.16436 -1.24383 0.579
N -0.14881 0.03762 -2.14708 0.083
N -0.36053 -0.03672 -0.93010 -0.159
C -1.79154 0.36950 -0.50962 -0.351
C -1.67533 1.42063 0.56768 -0.116
C -2.33055 2.63283 0.40857 -0.065
C -2.38208 3.58942 1.41817 -0.137
C -1.76222 3.30482 2.63019 -0.137
C -1.07736 2.11512 2.80613 -0.038
C -0.97466 1.16420 1.77421 -0.370
O -0.24105 0.09378 1.98470 -0.262
H 2.72642 0.26536 -3.55337 0.066
H 1.26499 0.87601 -4.05403 0.058
H -2.16676 0.82363 -1.43143 0.094
H -2.83364 2.82262 -0.53475 0.099
H -2.90400 4.52613 1.26297 0.077
H -1.80269 4.02210 3.44426 0.086
H -0.56309 1.89408 3.73385 0.108
C 1.61533 5.26256 3.02882 -0.066
C 2.48688 4.08271 2.68601 -0.284
C 2.15705 3.24079 1.63006 -0.032
C 2.93034 2.12718 1.33579 -0.047
C 4.04529 1.84319 2.10898 -0.261
C 4.39766 2.67690 3.16057 -0.066
C 3.62132 3.79170 3.44142 -0.063
S 5.01660 0.38725 1.73706 0.553
O 5.75275 0.68018 0.52960 -0.340
O 5.83137 0.16392 2.92675 -0.371
N 3.92602 -0.70026 1.41163 -0.136
C 3.19753 -1.31449 2.37396 -0.379
C 3.69570 -1.76750 3.62524 -0.022
C 2.89508 -2.47890 4.47721 -0.100
C 1.57713 -2.77129 4.12203 -0.099
C 1.13398 -2.29538 2.91493 -0.161
N 1.89538 -1.58579 2.06512 -0.083
H 0.82636 5.39112 2.28794 0.067
H 2.19584 6.18777 3.07537 0.068
H 1.13616 5.12677 4.00162 0.073
H 1.26501 3.43347 1.04454 0.112
H 2.64989 1.45844 0.53019 0.078
H 5.26133 2.42631 3.76270 0.100
H 3.88759 4.43414 4.27570 0.101
H 4.71890 -1.53616 3.87355 0.085
H 3.29583 -2.81542 5.42771 0.094
H 0.91191 -3.33202 4.76302 0.087
H 0.11473 -2.45575 2.58570 0.096
C -1.32891 -2.20522 -4.27582 -0.035
C -0.04857 -1.42540 -4.51765 -0.469
C 0.66326 -1.87592 -5.78398 -0.059
O 0.85565 -1.63252 -3.43198 -0.152
H -2.01618 -2.09698 -5.11916 0.080
H -1.83277 -1.86134 -3.37529 0.060
H -1.09649 -3.26432 -4.14698 0.088
H -0.29742 -0.36153 -4.60423 0.122
H 0.95088 -2.92466 -5.68561 0.079
H 1.56847 -1.28833 -5.94834 0.068
H 0.01066 -1.77401 -6.65441 0.071
C -4.40176 0.46225 -2.03958 -0.080
C -4.07577 -1.00856 -1.95829 -0.228
C -4.79118 -1.87604 -2.77542 -0.119
C -4.68563 -3.25636 -2.67687 -0.153
C -3.85983 -3.77221 -1.68034 -0.104
C -3.12863 -2.95307 -0.84282 -0.232
C -2.24194 -3.53653 0.21700 -0.078
C -3.16601 -1.52648 -0.97672 -0.256
N -2.41737 -0.81977 -0.09848 0.072
H -5.39493 0.59809 -2.47575 0.062
H -3.70357 1.04412 -2.65044 0.066
H -4.39589 0.90996 -1.04101 0.072
H -5.47607 -1.44380 -3.50188 0.089
H -5.24789 -3.91025 -3.33330 0.069
H -3.76635 -4.84897 -1.56054 0.090
H -2.20743 -4.62685 0.13761 0.061
H -2.59980 -3.26527 1.21513 0.073
H -1.22973 -3.13117 0.14628 0.043

***

(2)
79
Properties=species:S:1:pos:R:3:lowdin_charge:R:1 method="wB97M-V/def2-TZVPD" largest_force_ha_per_bohr=0.038 homo_ev="-0.17 / -0.09" multiplicity=1 charge=-2
K 0.16718 0.12789 1.08827 0.600
C -0.62724 -4.89968 0.78098 -0.073
C -1.90628 -4.32220 0.25851 -0.408
C -2.90549 -5.07885 -0.28463 -0.057
C -4.08346 -4.46103 -0.74915 -0.101
C -4.23854 -3.12773 -0.50106 -0.065
C -3.20151 -2.39520 0.13078 -0.307
N -1.97603 -2.95735 0.32444 -0.093
C -3.43032 -1.00005 0.45415 -0.203
C -4.76095 -0.60787 0.75664 -0.033
C -5.04799 0.69270 1.04186 -0.084
C -4.01676 1.63091 1.01870 -0.055
C -2.73234 1.20690 0.73256 -0.229
N -2.43028 -0.08513 0.46240 0.091
C -1.64453 2.28135 0.64036 -0.253
C -1.65094 3.33390 1.54218 -0.040
C -0.74214 4.37103 1.36790 -0.065
C 0.14330 4.31834 0.31644 -0.029
C 0.14863 3.19434 -0.52020 -0.321
C 1.13004 3.07458 -1.64656 -0.032
N -0.72958 2.20660 -0.35597 0.124
H -0.82264 -5.82842 1.32340 0.074
H -0.15695 -4.18494 1.45820 0.047
H 0.06110 -5.12843 -0.04030 0.042
H -2.78459 -6.15482 -0.32992 0.105
H -4.82615 -5.02260 -1.30094 0.089
H -5.12981 -2.61212 -0.83974 0.094
H -5.52426 -1.36912 0.81992 0.100
H -6.05644 0.99237 1.30273 0.098
H -4.21639 2.68003 1.19066 0.097
H -2.34668 3.33288 2.37009 0.108
H -0.73475 5.20871 2.05488 0.102
H 0.85511 5.11479 0.14015 0.112
H 2.13998 3.30041 -1.30179 0.084
H 0.87184 3.77534 -2.44552 0.076
H 1.12139 2.05812 -2.03260 0.067
Te -0.38557 -1.99085 -1.34705 0.446
Te -0.36547 -3.70077 -3.32739 -0.169
Te 3.27864 -4.46882 -1.66254 -0.178
Te 2.19226 -2.70746 -0.05520 0.563
N 0.15500 3.82081 -5.59147 0.085
C -0.10405 2.56295 -5.04031 -0.356
C 0.73906 1.48283 -5.28494 -0.034
C 0.46443 0.27080 -4.66787 -0.149
N -0.55589 0.07899 -3.84168 0.011
C -1.34491 1.11882 -3.60090 -0.164
C -1.17867 2.36804 -4.17831 -0.052
H 0.71820 3.81748 -6.42551 0.077
H -0.64116 4.43318 -5.65485 0.076
H 1.59097 1.57806 -5.94826 0.100
H 1.08617 -0.60049 -4.85327 0.102
H -2.16108 0.94757 -2.90519 0.103
H -1.86440 3.17489 -3.94412 0.102
N 3.51464 2.49073 3.01987 0.110
C 4.50510 1.74703 2.33771 -0.539
O 5.67171 1.83042 2.73086 -0.023
C 4.06919 0.95757 1.21679 -0.198
C 4.96449 0.04394 0.56208 -0.061
C 4.53787 -0.73183 -0.44814 -0.173
C 3.11502 -0.71936 -0.85242 -0.557
N 2.32321 0.37119 -0.36275 -0.103
C 2.79827 1.07716 0.63934 -0.220
H 3.91257 2.85367 3.87411 0.075
H 2.66120 1.97841 3.19248 0.066
H 5.99446 0.01011 0.89697 0.104
H 5.19643 -1.42993 -0.95008 0.077
H 2.97272 -0.80121 -1.92975 0.072
H 2.12753 1.87938 1.00659 0.091
C -0.00681 -1.97583 4.53416 -0.086
C 0.89623 -1.26644 3.51264 -0.715
C 2.37030 -1.40853 3.91640 -0.074
O 0.65503 -1.75078 2.26823 -0.549
H 0.08787 -1.56626 5.54894 0.056
H 0.25809 -3.03650 4.55259 0.071
H -1.04756 -1.89664 4.21395 0.064
H 0.65851 -0.14237 3.60660 0.095
H 2.65767 -2.45854 3.81520 0.075
H 2.55900 -1.08533 4.94833 0.063
H 3.00820 -0.82174 3.25032 0.056

***

(3)
80
Properties=species:S:1:pos:R:3:lowdin_charge:R:1 method="wB97M-V/def2-TZVPD" largest_force_ha_per_bohr=0.025 homo_ev=-0.77 multiplicity=1 charge=-2
Sc 0.58494 0.55888 2.37468 0.503
O 4.50254 -1.56492 2.98548 0.120
C 3.17994 -1.29082 2.95628 -0.434
O 2.72574 -0.45972 2.19718 0.067
C 2.37074 -2.08892 3.94328 -0.134
O 1.07214 -2.35852 3.49888 -0.156
C 0.99444 -3.10172 2.29098 -0.094
C 0.76164 -2.22472 1.01858 -0.643
O 1.03454 -2.74222 -0.06222 0.008
O 0.25854 -1.09082 1.21458 -0.155
H 4.95004 -0.94902 2.38088 0.135
H 2.23354 -1.45162 4.83238 0.141
H 2.91274 -3.01462 4.20678 0.135
H 0.11624 -3.74932 2.38808 0.131
H 1.87874 -3.74032 2.15308 0.128
S 1.90554 3.59378 2.96368 0.521
C 2.32144 2.99328 1.48938 -1.187
N 1.93784 1.85168 0.95978 -0.101
C 2.52364 1.58448 -0.23972 -0.333
C 2.34234 0.42728 -0.99772 -0.040
C 3.03014 0.28798 -2.18672 -0.110
C 3.88054 1.28568 -2.65042 -0.132
C 4.06534 2.45038 -1.92262 -0.130
C 3.40024 2.58458 -0.72122 -0.506
S 3.47634 3.90048 0.41598 0.931
H 1.67484 -0.34392 -0.64672 0.063
H 2.89804 -0.61292 -2.76932 0.090
H 4.40424 1.15718 -3.58842 0.083
H 4.70944 3.24298 -2.27942 0.091
Cl -1.69646 -0.76012 3.75738 0.682
C -1.34896 0.20968 5.17018 -0.583
C -2.31616 0.46238 6.10248 -0.168
C -2.02086 1.22288 7.23258 -0.170
C -0.72016 1.68888 7.40698 -0.182
C 0.24004 1.41948 6.47078 -0.627
Cl 1.86534 1.97808 6.73638 0.591
C -0.00146 0.73768 5.22288 -0.542
N 0.87844 0.58358 4.29348 -0.128
H -3.31246 0.06488 5.96128 0.085
H -2.78866 1.44748 7.96018 0.066
H -0.46386 2.26848 8.28478 0.081
C -3.04136 -0.33042 -0.01232 -0.121
C -2.62256 -0.93322 -1.35142 -0.677
C -2.22896 -2.39602 -1.12222 -0.103
C -3.79916 -0.89032 -2.32612 -0.098
P -0.97596 -0.10802 -1.86292 1.221
C -0.66976 -1.06172 -3.42482 -0.350
C -1.23526 -0.88762 -4.68492 -0.118
C -0.79526 -1.63132 -5.76782 -0.105
C 0.20594 -2.57502 -5.61182 -0.116
C 0.75454 -2.78512 -4.35642 -0.091
C 0.32064 -2.03462 -3.27932 -0.113
C -1.27786 1.67158 -2.51502 -0.677
C -0.22976 1.94988 -3.59832 -0.100
C -0.93286 2.56238 -1.32012 -0.140
C -2.66596 2.05628 -3.02012 -0.100
H -3.88636 -0.88552 0.40108 0.084
H -3.33246 0.71378 -0.10672 0.062
H -2.21866 -0.37122 0.70238 0.018
H -3.06316 -2.95302 -0.69232 0.081
H -1.38836 -2.45472 -0.43702 0.055
H -1.93476 -2.88022 -2.05272 0.072
H -4.53916 -1.62902 -2.01322 0.075
H -3.49656 -1.12712 -3.34352 0.058
H -4.28966 0.07718 -2.31422 0.055
H -2.02326 -0.16532 -4.84302 0.084
H -1.23476 -1.46772 -6.74592 0.092
H 0.55024 -3.15022 -6.46322 0.088
H 1.53204 -3.52682 -4.21962 0.098
H 0.74374 -2.19972 -2.29662 0.077
H 0.75524 1.62468 -3.26222 0.068
H -0.18396 3.02278 -3.79692 0.082
H -0.45196 1.44348 -4.53532 0.056
H 0.10334 2.40608 -1.02402 0.059
H -1.54976 2.34688 -0.45042 -0.017
H -1.05666 3.61498 -1.58292 0.086
H -3.01196 1.41918 -3.83162 0.055
H -2.63386 3.08418 -3.38862 0.076
H -3.38696 2.02518 -2.20772 0.066
Cl -1.26976 1.96738 1.95348 0.059

***

Relative energy (zero: lowest compared OMol25 entry of this formula, charge and spin), record by record: 13.5; 249.3; 49.3 kJ/mol